Computed, not measured: C14H19NO3 in the gas phase, with ωB97M-V/def2-TZVPD.

Results
- HOMO-LUMO gap (eV) = 9.22
- total charge = 0
- LUMO (eV) = 0.599
- SMILES = CCOC(=O)CC(=O)Nc1c(C)cc(C)cc1C
- HOMO (eV) = -8.62

Cartesian coordinates (Å):
C  5.98208  0.85437  -0.41486
C  4.69827  1.19532  0.32830
O  3.58575  0.45945  -0.18385
C  3.40953  -0.77548  0.28100
O  4.14222  -1.33230  1.05183
C  2.14703  -1.37920  -0.30394
C  0.91476  -0.64291  0.24213
O  0.93951  0.05727  1.22482
N  -0.19210  -0.87802  -0.50511
C  -1.49113  -0.38386  -0.22213
C  -2.53192  -1.30297  -0.06568
C  -2.26265  -2.77604  -0.16567
C  -3.80964  -0.83323  0.18780
C  -4.07082  0.52558  0.29576
C  -5.45192  1.01834  0.60473
C  -3.02258  1.41677  0.12738
C  -1.72988  0.98861  -0.14177
C  -0.63460  1.98409  -0.35353
H  6.79303  1.47354  -0.04255
H  5.86023  1.03201  -1.48091
H  6.23621  -0.19072  -0.25604
H  4.42863  2.24443  0.19211
H  4.80611  0.97299  1.39438
H  2.17587  -1.28832  -1.39030
H  2.09725  -2.43094  -0.01705
H  -0.14832  -1.61469  -1.19458
H  -1.44316  -3.06189  0.49293
H  -1.99419  -3.05497  -1.18637
H  -3.14591  -3.34271  0.11598
H  -4.61636  -1.54166  0.31214
H  -6.20321  0.30800  0.26796
H  -5.63560  1.97967  0.13050
H  -5.56697  1.14743  1.68133
H  -3.21535  2.47777  0.19819
H  -1.04554  2.97842  -0.50783
H  -0.02503  1.71178  -1.21427
H  0.02034  2.00407  0.51714

=====

Computed, not measured: a molecular structure, H9O4 in a non-equilibrium geometry, with ωB97M-V/def2-TZVPD.

Results
- HOMO-LUMO gap (alpha / beta) (eV) = 14.01 / 3.10
- 2S+1 = 2
- total charge = +2
- LUMO (alpha / beta) (eV) = -7.650 / -16.959
- HOMO (alpha / beta) (eV) = -21.65 / -20.06

Cartesian coordinates (Å):
O  -1.09873  -0.93721  2.22660
H  -1.99560  -1.37255  2.30407
H  -0.74816  -1.21324  3.11550
O  -0.25895  2.46908  -0.87091
H  -0.03096  3.31385  -1.36287
H  -1.13398  2.39593  -1.34853
O  1.70319  -1.18704  -0.94159
H  2.20083  -0.87058  -1.70100
H  2.01414  -2.05926  -0.68743
O  -0.44032  -0.18171  -0.36167
H  -0.23044  0.78640  -0.38830
H  0.58139  -0.67429  -0.56186
H  -0.56240  -0.46938  0.57798

=====

Computed, not measured: 3 unconnected molecules or ions with the total composition C4H14N2O in a non-equilibrium geometry, with ωB97M-V/def2-TZVPD.

Results
- HOMO-LUMO gap (eV) = 9.25
- total charge = +2
- LUMO (eV) = -8.663
- HOMO (eV) = -17.92

Cartesian coordinates (Å):
C  0.96718  0.62066  0.59359
C  0.11900  -0.38462  1.17161
C  -1.27145  -0.26020  0.45828
C  -2.39334  -0.14897  1.17747
N  -1.26783  -0.65574  -0.95397
N  2.92597  0.05784  0.92593
H  1.36253  0.67101  -0.39604
H  0.95302  1.60946  1.00612
H  0.53283  -1.41466  1.00402
H  -0.14659  -0.33546  2.21287
H  -3.37308  -0.03916  0.69152
H  -2.31964  -0.41789  2.23699
H  -0.77183  -1.54552  -0.99991
H  -0.58117  0.17664  -1.47735
H  -2.19317  -0.60611  -1.39433
H  3.00999  -0.13563  1.92370
H  3.31991  -0.73084  0.41475
H  3.57875  0.76639  0.57029
H  0.30637  1.58542  -2.71577
H  -0.14035  0.38515  -3.45189
O  0.06550  0.65290  -2.53471